{
  "formula": "C29H30N4O",
  "method": "ωB97M-V with the def2-TZVPD basis set",
  "total_energy_ev": -38565.5989,
  "relative_energy_kcal_mol": 13.1,
  "gap_ev": 7.4,
  "smiles": "CN(C)c1ccc(C(=C[C@H](c2ccccc2)n2ccnc2C=O)c2ccc(N(C)C)cc2)cc1",
  "mol_weight_da": 450.6,
  "e_homo_ev": -6.973,
  "elements": ["C", "N", "C", "C", "C", "C", "C", "C", "C", "C", "C", "C", "C", "C", "C", "C", "N", "C", "C", "N", "C", "C", "O", "C", "C", "C", "C", "N", "C", "C", "C", "C", "C", "C", "H", "H", "H", "H", "H", "H", "H", "H", "H", "H", "H", "H", "H", "H", "H", "H", "H", "H", "H", "H", "H", "H", "H", "H", "H", "H", "H", "H", "H", "H"],
  "positions_angstrom": [[-0.5986, 2.9230, 6.1186], [0.5371, 2.9869, 5.2172], [1.5808, 3.9440, 5.5295], [0.5935, 2.1936, 4.1088], [1.6483, 2.3190, 3.1645], [1.5711, 1.6644, 1.9483], [0.5121, 0.7776, 1.6624], [0.3756, 0.1357, 0.3383], [0.7870, 0.8203, -0.7835], [0.7782, 0.3465, -2.2208], [2.1524, 0.1869, -2.8534], [2.2988, -0.7153, -3.9191], [3.4610, -0.6743, -4.6953], [4.4557, 0.2695, -4.3875], [4.3421, 1.1116, -3.2742], [3.2020, 1.0181, -2.4639], [0.0356, 1.2746, -3.0858], [0.6190, 2.3758, -3.7012], [-0.4089, 3.0482, -4.3493], [-1.5954, 2.4419, -4.1005], [-1.3417, 1.3645, -3.3608], [-2.6094, 0.6657, -3.0719], [-3.0709, 0.4077, -1.9486], [-0.3229, -1.1766, 0.2658], [-1.2308, -1.3518, -0.7757], [-2.0391, -2.4452, -0.9315], [-1.9789, -3.4636, 0.0384], [-2.8286, -4.5211, -0.0533], [-2.7672, -5.6259, 0.8743], [-3.9042, -4.5428, -1.0270], [-1.0304, -3.3437, 1.1008], [-0.2556, -2.2042, 1.2352], [-0.4785, 0.5837, 2.6494], [-0.4452, 1.2659, 3.8471], [-0.7322, 1.9045, 6.5149], [-0.4401, 3.6127, 6.9550], [-1.5283, 3.2060, 5.5988], [1.8213, 4.5636, 4.6538], [1.2327, 4.5947, 6.3403], [2.5074, 3.4430, 5.8553], [2.5012, 2.9606, 3.3847], [2.3443, 1.8277, 1.1959], [1.1827, 1.8381, -0.6382], [0.3205, -0.6315, -2.2948], [1.4807, -1.4007, -4.1555], [3.5754, -1.3676, -5.5382], [5.3549, 0.3162, -5.0034], [5.1143, 1.8459, -3.0209], [3.0818, 1.6303, -1.5722], [1.6528, 2.6929, -3.5691], [-0.3457, 3.9326, -4.9620], [-3.1941, 0.6607, -4.0247], [-1.3552, -0.5354, -1.4701], [-2.7123, -2.4825, -1.7896], [-1.7321, -5.9627, 1.0102], [-3.1803, -5.3404, 1.8534], [-3.3555, -6.4489, 0.4610], [-4.5217, -3.6346, -0.9592], [-3.5174, -4.6206, -2.0539], [-4.5235, -5.4204, -0.8187], [-0.9392, -4.1634, 1.8141], [0.4160, -2.1199, 2.0916], [-1.3210, -0.0785, 2.4607], [-1.2316, 1.1167, 4.5854]]
}